Record 1
C30H82O13Zr as an isolated structure at a distorted geometry. Source: the Open Molecules 2025 dataset; level of theory: the ωB97M-V functional and the def2-TZVPD basis.

Calculated values
Spin multiplicity: 1
E_HOMO: -9.051 eV
Relative energy (zero: lowest compared OMol25 entry of this formula, charge and spin): 0.00 kcal/mol
DFT total energy: -2217.4098 hartree
Orbital gap: 8.96 eV

Last column: Mulliken charge in e.
CARTESIAN COORDINATES (ANGSTROEM)
Zr: -0.738 -0.848 3.273  1.9598
C: -1.584 3.472 4.411  -1.7233
C: -1.538 2.535 3.207  0.7383
C: -0.648 3.135 2.105  -0.1359
O: -1.107 1.267 3.531  -0.6521
H: -2.204 3.111 5.231  0.4140
H: -2.005 4.411 4.048  0.4318
H: -0.578 3.624 4.810  0.3406
H: -2.566 2.530 2.818  -0.0031
H: -1.027 4.122 1.840  0.5139
H: -0.655 2.505 1.214  -0.5808
H: 0.379 3.199 2.470  -0.0677
C: -0.137 0.078 -0.919  1.1146
C: 0.803 -0.441 0.177  1.7134
C: 1.831 0.582 0.582  -0.7157
O: 0.085 -0.917 1.282  0.2327
H: -0.843 -0.697 -1.227  -0.3056
H: 0.376 0.398 -1.829  -0.7571
H: -0.734 0.934 -0.591  -0.4020
H: 1.390 -1.247 -0.280  -1.0825
H: 2.376 1.050 -0.244  0.5365
H: 2.565 0.249 1.316  -0.1111
H: 1.368 1.467 1.036  -0.4433
C: -3.956 -1.661 0.637  -0.8724
C: -3.931 -1.107 2.035  1.3469
C: -5.192 -1.463 2.832  -1.7197
O: -2.737 -1.422 2.714  -0.8652
H: -4.873 -1.411 0.100  0.4432
H: -3.800 -2.741 0.613  0.3807
H: -3.167 -1.238 0.008  -0.1394
H: -3.891 -0.014 1.947  -0.5543
H: -5.259 -2.525 3.063  0.3632
H: -6.086 -1.106 2.317  0.4051
H: -5.175 -0.842 3.731  0.4095
C: 2.910 0.960 4.377  -0.7198
C: 2.115 -0.133 5.122  0.4736
C: 1.529 0.396 6.427  -1.4540
O: 1.163 -0.715 4.300  -0.5805
H: 2.227 1.698 3.950  -0.1185
H: 3.424 0.500 3.531  0.1284
H: 3.632 1.467 5.017  0.5116
H: 2.838 -0.884 5.467  0.0740
H: 1.079 -0.428 6.986  0.3577
H: 0.695 1.081 6.244  0.2055
H: 2.282 0.889 7.040  0.4276
C: -4.701 2.626 0.244  -1.0777
C: -4.326 1.880 -1.041  0.3707
O: -4.275 2.762 -2.135  -0.6020
H: -5.693 3.069 0.163  0.3663
H: -3.933 3.361 0.481  0.1449
H: -4.760 1.924 1.079  0.2166
H: -5.033 1.062 -1.227  0.4323
H: -3.342 1.413 -0.902  -0.2760
H: -3.902 2.240 -2.861  0.5128
C: 0.499 -4.570 1.840  -1.2632
C: 0.755 -3.761 3.099  0.1332
O: -0.460 -3.059 3.458  -0.4837
H: 1.406 -5.138 1.633  0.3624
H: 0.136 -3.969 1.010  0.0947
H: -0.289 -5.293 2.080  0.5847
H: 1.502 -2.995 2.898  -0.0075
H: 1.084 -4.422 3.901  0.4099
H: -1.096 -3.763 3.640  0.2587
C: -1.475 -3.858 -1.306  0.1990
C: -2.080 -4.223 -2.658  -0.4171
O: -1.101 -4.750 -3.514  -0.6519
H: -2.135 -3.419 -0.561  -0.1151
H: -0.610 -3.192 -1.400  -0.2411
H: -1.002 -4.755 -0.897  0.4028
H: -2.552 -3.360 -3.138  0.0908
H: -2.836 -4.989 -2.465  0.4264
H: -0.738 -4.020 -4.034  0.2606
C: 4.602 -2.273 0.289  -0.9481
C: 3.494 -3.274 -0.007  1.4015
O: 4.022 -4.586 -0.231  -0.6047
H: 5.359 -2.254 -0.496  0.3089
H: 5.131 -2.611 1.184  0.3282
H: 4.259 -1.253 0.463  0.1174
H: 2.976 -3.096 -0.951  -0.4054
H: 2.724 -3.286 0.769  -0.5350
H: 4.258 -4.985 0.612  0.3365
C: 3.304 3.973 1.837  -0.5826
C: 4.480 3.060 1.575  0.0235
O: 5.001 3.326 0.270  -0.5381
H: 2.961 4.014 2.871  0.3060
H: 2.446 3.696 1.224  -0.2389
H: 3.640 4.984 1.599  0.4403
H: 4.243 1.991 1.627  -0.0494
H: 5.304 3.200 2.284  0.4538
H: 5.894 2.973 0.282  0.2804
C: 1.894 0.816 -5.017  -1.0339
C: 1.956 1.783 -3.852  1.0706
O: 3.148 1.642 -3.056  -0.5788
H: 0.916 0.816 -5.501  0.2671
H: 1.997 -0.229 -4.709  -0.0521
H: 2.682 0.986 -5.750  0.4974
H: 1.116 1.694 -3.155  -0.5652
H: 1.905 2.817 -4.207  0.2698
H: 3.068 2.354 -2.414  0.2341
C: -2.146 -1.070 -3.602  -0.6813
C: -1.795 0.355 -4.034  0.3444
O: -2.968 1.157 -4.035  -0.5416
H: -1.220 -1.632 -3.458  0.0558
H: -2.794 -1.604 -4.296  0.6296
H: -2.640 -1.047 -2.629  0.0537
H: -1.285 0.357 -5.002  0.3902
H: -1.060 0.804 -3.365  -0.5743
H: -3.472 0.998 -4.838  0.2619
C: 1.578 -2.467 -3.827  -0.4207
C: 1.327 -2.833 -5.286  -0.5442
O: -0.085 -2.861 -5.478  -0.4375
H: 2.639 -2.408 -3.563  0.4617
H: 1.172 -3.211 -3.143  0.5021
H: 1.265 -1.450 -3.576  -0.5162
H: 1.733 -3.838 -5.439  0.3396
H: 1.785 -2.107 -5.961  0.4900
H: -0.205 -3.074 -6.410  0.2610
C: -1.504 4.411 -1.742  -0.7926
C: -0.109 4.245 -1.167  0.5332
O: 0.860 4.670 -2.157  -0.6371
H: -1.699 5.462 -1.939  0.4366
H: -2.177 4.000 -0.990  -0.0723
H: -1.580 3.807 -2.644  0.1729
H: 0.078 3.189 -0.947  -0.2288
H: 0.114 4.826 -0.271  0.3735
H: 1.737 4.423 -1.851  0.2875

Record 2
A 6-piece molecular cluster, C30H84N12O10P4 overall at a distorted geometry. Source: the Open Molecules 2025 dataset; level of theory: the ωB97M-V functional and the def2-TZVPD basis.

Calculated values
Spin multiplicity: 1
SMILES: CN(C)P(=O)(N(C)C)N(C)C.CN(C)P(=O)(N(C)C)N(C)C.CN(C)P(=O)(N(C)C)N(C)C.CN(C)P(=O)(N(C)C)N(C)C.COC(=O)OC.COC(=O)OC
E_HOMO: -7.975 eV
Relative energy (zero: lowest compared OMol25 entry of this formula, charge and spin): 19.26 kcal/mol
DFT total energy: -3968.3189 hartree
Orbital gap: 8.24 eV

Last column: Mulliken charge in e.
CARTESIAN COORDINATES (ANGSTROEM)
C: 1.489 8.561 -5.281  -1.0002
N: 2.773 9.225 -4.796  0.1576
C: 4.084 8.656 -5.250  -1.0394
P: 2.689 10.160 -3.282  0.3608
O: 2.639 9.209 -2.152  -0.8404
N: 4.011 11.233 -3.312  0.2739
C: 4.221 12.150 -4.403  -1.1388
C: 4.747 11.500 -2.109  -0.8973
N: 1.305 11.249 -3.420  0.1760
C: 0.311 11.171 -2.350  -1.0671
C: 0.977 12.035 -4.671  -1.1344
H: 0.583 8.856 -4.752  0.3040
H: 1.656 7.484 -5.246  0.3966
H: 1.285 8.821 -6.320  0.3051
H: 4.503 7.911 -4.574  0.2868
H: 4.817 9.416 -5.519  0.2606
H: 3.830 8.135 -6.174  0.4643
H: 4.195 11.778 -5.428  0.2749
H: 3.372 12.829 -4.327  0.4356
H: 5.081 12.801 -4.249  0.3618
H: 5.068 10.530 -1.729  0.2712
H: 5.529 12.221 -2.343  0.3311
H: 4.089 11.910 -1.342  0.2894
H: -0.519 11.847 -2.551  0.4083
H: -0.131 10.195 -2.147  0.3259
H: 0.618 11.446 -1.341  0.2991
H: 0.061 11.605 -5.077  0.4075
H: 1.786 12.076 -5.400  0.3633
H: 0.723 13.053 -4.375  0.3638
C: 4.813 -3.543 -4.119  -0.8292
N: 4.304 -2.150 -4.253  0.1856
C: 2.991 -1.947 -3.488  -0.8897
P: 4.641 -1.202 -5.593  0.3632
O: 6.007 -1.283 -6.082  -0.8617
N: 3.465 -1.817 -6.726  0.2784
C: 2.014 -1.656 -6.514  -1.2285
C: 3.778 -2.878 -7.722  -0.9935
N: 4.130 0.371 -5.195  0.4062
C: 3.747 1.326 -6.205  -1.1593
C: 4.691 1.109 -4.077  -1.1800
H: 4.379 -4.163 -3.335  0.3937
H: 5.873 -3.456 -3.883  0.2863
H: 4.720 -4.032 -5.088  0.1775
H: 2.119 -2.247 -4.070  0.0389
H: 2.812 -0.877 -3.389  0.2880
H: 3.226 -2.470 -2.561  0.5263
H: 1.542 -2.455 -5.944  0.3504
H: 1.776 -0.735 -5.982  0.3752
H: 1.518 -1.533 -7.476  0.3913
H: 4.584 -2.605 -8.403  0.2495
H: 3.939 -3.771 -7.118  0.2816
H: 2.917 -3.169 -8.324  0.3829
H: 4.559 1.540 -6.901  0.3250
H: 2.843 1.049 -6.747  0.3075
H: 3.399 2.269 -5.782  0.4295
H: 4.895 0.479 -3.212  0.3573
H: 3.909 1.795 -3.753  0.4457
H: 5.698 1.432 -4.343  0.3027
C: -0.311 -2.400 6.589  -1.0218
N: 1.039 -1.881 7.006  0.3058
C: 1.438 -0.695 6.277  -1.0063
P: 2.240 -2.789 7.911  0.3569
O: 2.519 -4.158 7.371  -0.8721
N: 3.582 -1.712 8.087  0.3207
C: 4.907 -1.927 7.414  -1.0550
C: 3.540 -0.607 8.956  -1.0943
N: 1.616 -2.899 9.468  0.2171
C: 1.676 -4.165 10.222  -1.0734
C: 1.044 -1.776 10.248  -1.1293
H: -0.997 -1.573 6.405  0.3827
H: -0.680 -2.976 7.438  0.3026
H: -0.217 -3.033 5.707  0.3215
H: 2.031 -0.946 5.398  0.2650
H: 1.842 0.025 6.988  0.2773
H: 0.545 -0.251 5.839  0.4242
H: 5.771 -2.071 8.063  0.3673
H: 4.880 -2.891 6.906  0.3188
H: 5.114 -1.125 6.707  0.3408
H: 2.596 -0.068 9.030  0.3360
H: 3.787 -0.851 9.989  0.2578
H: 4.271 0.136 8.639  0.3414
H: 2.677 -4.334 10.619  0.2552
H: 0.914 -4.007 10.985  0.3857
H: 1.365 -4.896 9.475  0.3444
H: 0.869 -0.868 9.671  0.3651
H: 1.591 -1.513 11.153  0.3568
H: 0.090 -2.127 10.642  0.4097
C: -7.128 -5.759 2.162  -1.2043
N: -7.584 -4.606 1.374  0.3412
C: -6.743 -3.359 1.589  -1.0454
P: -8.862 -4.571 0.203  0.5230
O: -9.183 -3.305 -0.554  -0.7983
N: -8.488 -5.953 -0.818  0.0628
C: -8.866 -7.312 -0.304  -0.7756
C: -7.351 -5.911 -1.809  -0.9259
N: -10.254 -5.077 1.163  0.2013
C: -11.501 -4.958 0.406  -1.2095
C: -10.522 -4.741 2.584  -1.0406
H: -6.498 -6.469 1.627  0.2444
H: -7.997 -6.349 2.453  0.4089
H: -6.664 -5.404 3.082  0.3584
H: -7.111 -2.536 0.976  0.3285
H: -5.711 -3.590 1.323  0.3447
H: -6.775 -2.923 2.587  0.3164
H: -9.944 -7.300 -0.141  0.1953
H: -8.628 -8.052 -1.069  0.4164
H: -8.258 -7.554 0.567  0.2218
H: -7.641 -5.269 -2.641  0.2716
H: -6.460 -5.540 -1.302  0.2806
H: -7.141 -6.902 -2.213  0.3698
H: -11.677 -5.731 -0.342  0.2878
H: -12.360 -5.038 1.072  0.4464
H: -11.485 -3.979 -0.073  0.3505
H: -9.751 -5.173 3.221  0.2823
H: -11.470 -5.232 2.805  0.4589
H: -10.632 -3.684 2.825  0.2891
C: 0.817 3.787 -1.152  -0.6500
O: 1.001 2.534 -0.614  -0.2832
C: 0.095 1.611 -0.903  0.7700
O: -0.757 1.604 -1.796  -0.5591
O: 0.089 0.596 0.077  -0.2882
C: -0.831 -0.479 0.098  -0.6307
H: -0.019 4.277 -0.652  0.2932
H: 0.643 3.695 -2.224  0.2982
H: 1.694 4.429 -1.074  0.2530
H: -0.896 -1.025 1.039  0.2637
H: -0.498 -1.277 -0.566  0.2386
H: -1.844 -0.112 -0.066  0.2929
C: 2.452 -5.155 1.935  -0.6035
O: 1.883 -6.453 1.678  -0.3090
C: 0.591 -6.754 1.842  0.8043
O: -0.330 -6.051 2.121  -0.5636
O: 0.428 -7.886 1.162  -0.2998
C: -0.849 -8.339 0.933  -0.6150
H: 1.648 -4.421 2.003  0.3311
H: 3.028 -4.842 1.065  0.2127
H: 3.220 -5.265 2.700  0.2600
H: -1.277 -7.682 0.176  0.2661
H: -1.459 -8.205 1.826  0.2812
H: -0.969 -9.381 0.638  0.2352

E_LUMO
In order: -0.1 0.3
Unit: eV